{"formula": "C7H12N3O", "method": "the ωB97M-V functional and the def2-TZVPD basis", "relative_energy_kj_mol": 200.6, "largest_force_ev_per_a": 7.70, "s2": 2.04, "multiplicity": 3, "homo_lumo_gap_ev": [4.93, 7.12], "total_charge": 1, "species": ["C", "C", "C", "C", "C", "C", "C", "N", "N", "N", "O", "H", "H", "H", "H", "H", "H", "H", "H", "H", "H", "H", "H"], "xyz": [[-2.968553, 2.147178, -0.695896], [-2.151127, 1.094521, -0.182037], [-0.922367, 1.321912, -0.741947], [-2.048165, 0.213440, 1.087915], [0.131530, 0.415247, 0.066673], [2.385451, -0.668580, -0.106308], [1.008424, -0.429196, -0.840193], [-2.307395, 2.798797, -1.599365], [-1.051358, 2.369016, -1.531823], [-0.661640, -0.347679, 1.036626], [0.420614, -1.630233, -1.116328], [-4.032712, 2.259424, -0.523003], [-2.159415, 0.997878, 1.879340], [-2.774964, -0.587523, 1.190764], [0.791535, 1.078001, 0.498859], [2.171357, -1.044673, 0.927229], [2.957704, 0.192169, 0.050648], [2.920643, -1.479173, -0.801105], [1.142569, 0.201790, -1.775230], [-0.331506, 2.999637, -1.978064], [-0.202375, -0.459300, 1.884565], [-0.784803, -1.290887, 0.510737], [0.954434, -2.148285, -1.730235]], "forces_ev_per_angstrom": [[-1.6, -2.6, 1.9], [-5.7, -0.2, 2.6], [5.7, -5.1, 1.1], [-1.1, 2.5, -0.5], [-1.2, 2.6, -3.7], [-1.2, -3.1, -1.6], [2.6, 1.4, 0.0], [-3.3, 2.1, -0.7], [6.3, 2.8, -3.1], [-2.0, -1.6, -4.1], [-1.3, -1.1, -0.1], [0.2, 0.3, -0.1], [0.3, -1.1, 0.0], [0.0, 0.1, 0.1], [1.5, 1.4, 1.8], [0.3, -0.3, -0.9], [1.0, 1.4, -0.3], [-0.7, 1.8, 2.0], [0.1, -0.7, 1.0], [-1.1, -1.3, 1.0], [0.9, -0.4, 2.1], [0.6, 1.1, 1.3], [-0.1, 0.0, 0.1]], "mulliken_charge": [-0.6573, 0.5635, -0.4974, -0.5682, -0.2752, -1.1367, 0.2922, -0.7822, 0.2075, -0.0052, -0.5857, 0.4275, 0.3131, 0.4056, 0.4802, 0.3057, 0.4016, 0.2956, 0.3030, 0.2516, 0.3614, 0.5080, 0.3915]}